Record 1
Molecular formula: C22H29N3O3S
Method: DFT, ωB97M-V/def2-TZVPD

Geometry as XYZ:
```
58
Properties=species:S:1:pos:R:3:nbo_charge:R:1
C 4.87004 -2.88720 -2.22997 -0.600
H 4.90894 -3.17949 -1.25833 0.212
H 5.37430 -1.89947 -2.33701 0.194
H 5.25892 -3.55342 -3.03445 0.208
C 3.57691 -2.35813 -2.74919 -0.347
C 3.01426 -1.54733 -1.63676 -0.010
C 2.99003 -0.26617 -1.87309 -0.227
C 2.31913 0.79195 -1.20805 -0.194
C 1.91395 0.33358 0.06408 -0.101
C 2.05630 -0.95462 0.53368 -0.198
C 2.35630 -2.04437 -0.42926 -0.103
H 2.52104 -3.03211 -0.28059 0.198
H 1.86980 -1.18896 1.43502 0.191
C 1.26131 1.26038 1.12641 0.545
N 1.20901 2.62891 0.78239 -0.483
C 0.61798 2.93725 2.08886 0.045
C 0.46472 2.05527 2.93907 0.224
O 0.91050 0.83451 2.33834 -0.428
C -0.50632 1.93519 4.14407 -0.629
H 0.19577 1.13067 4.91463 0.199
H -0.48647 2.84283 4.52129 0.209
H -1.36901 1.18752 4.08400 0.279
C 0.07968 4.39017 2.18131 -0.495
H 0.96309 4.95949 1.89727 0.236
H -0.23972 4.76108 2.94756 0.183
S -1.32993 4.97232 1.14603 0.286
C -2.25612 3.65684 1.61086 -0.707
C -2.28045 2.20925 0.93693 0.647
O -2.32189 1.08731 1.61444 -0.686
N -1.55628 2.28060 -0.17980 -0.603
C -1.39108 1.06907 -1.06496 -0.235
C -2.47405 0.63237 -1.92416 -0.401
H -2.73129 1.24339 -2.62722 0.214
C -2.18261 -0.80547 -2.31481 -0.194
N -1.96592 -1.76966 -1.23258 -0.393
C -1.10603 -2.54840 -1.11492 0.686
O -0.05007 -2.41009 -2.11220 -0.820
C -0.95023 -3.39295 0.39857 -0.438
H -0.60467 -4.30924 0.04691 0.234
C -2.48954 -3.37939 0.59532 -0.419
H -2.50379 -3.15590 1.84602 0.218
H -2.95507 -4.30767 0.31783 0.232
C -2.84132 -1.98615 -0.10103 -0.235
H -3.80823 -1.98293 -0.40129 0.194
H -2.84855 -1.12258 0.46981 0.235
H -0.31174 -2.57928 0.94762 0.254
H -3.13373 -1.07633 -2.75355 0.208
H -1.35819 -0.76300 -2.86121 0.254
H -3.47576 0.66714 -1.23604 0.178
H -0.99337 0.15195 -0.32262 0.233
H -0.49511 1.29829 -1.71055 0.220
H -1.39515 3.20334 -0.68436 0.419
H -3.53803 4.07936 1.22509 0.231
H -2.39538 3.53224 2.79964 0.257
H 2.29179 1.87014 -1.17238 0.255
H 3.04616 0.06684 -2.78206 0.191
H 3.44006 -2.06990 -3.72169 0.223
H 2.83509 -3.49903 -2.59894 0.157
```

Results
Multiplicity: 1
Calculated total energy in Eh: -1643.33532
Relative energy (zero: lowest compared OMol25 entry of this formula, charge and spin) in eV: 18.143
HOMO energy in eV: -7.9
HOMO-LUMO gap in eV: 8.393
Largest force on an atom in hartree/bohr: 0.3706

***

Record 2
Molecular formula: C22H29N3O3S
Method: DFT, ωB97M-V/def2-TZVPD

Geometry as XYZ:
```
58
Properties=species:S:1:pos:R:3:nbo_charge:R:1
N -2.19924 -1.03794 2.33028 -1.085
S -1.10375 -0.61108 3.53290 2.295
O -1.33827 0.75014 3.92301 -0.943
O -1.14032 -1.63609 4.53390 -0.941
C 0.41358 -0.71259 2.61275 -0.260
C 0.65767 0.22513 1.63063 -0.204
C 1.81336 0.12257 0.87581 -0.221
C 2.71826 -0.90922 1.10406 0.006
C 2.45476 -1.83444 2.11029 -0.211
C 1.29969 -1.73926 2.86575 -0.204
H 1.06822 -2.44177 3.65023 0.245
H 3.15959 -2.63041 2.30064 0.216
C 3.92982 -1.07038 0.23398 -0.432
H 4.79672 -1.33937 0.83883 0.222
H 4.14783 -0.14112 -0.29306 0.217
C 3.69473 -2.18846 -0.79457 -0.213
N 2.61948 -1.87883 -1.70206 -0.632
C 2.80590 -1.73152 -3.02893 0.670
O 3.88066 -1.85443 -3.57740 -0.626
C 1.51342 -1.46339 -3.79108 -0.308
N 0.61552 -0.57080 -3.07900 -0.448
C -0.70707 -0.58223 -3.68762 -0.213
C -1.66915 0.33590 -2.94069 -0.405
C -1.12565 1.76202 -2.94377 -0.204
C 0.24594 1.72232 -2.27576 -0.409
C 1.15998 0.77929 -3.05143 -0.223
H 2.14709 0.73478 -2.58343 0.204
H 1.29569 1.16879 -4.07726 0.167
H 0.69482 2.71732 -2.25464 0.210
H 0.13584 1.36306 -1.25193 0.207
C -2.08690 2.77602 -2.30034 -0.416
C -2.47555 2.46715 -0.88289 -0.027
C -3.62475 1.73522 -0.60973 -0.159
C -4.01922 1.49344 0.69501 -0.244
C -3.26593 1.98238 1.75072 -0.248
C -2.10937 2.69973 1.49075 -0.206
C -1.71975 2.93953 0.18465 -0.220
H -0.82925 3.52028 -0.01108 0.212
H -1.52295 3.07175 2.31686 0.230
H -3.57203 1.82328 2.77360 0.233
H -4.92706 0.93798 0.88553 0.215
H -4.22834 1.36714 -1.42700 0.202
H -2.99103 2.81765 -2.91243 0.213
H -1.61300 3.76000 -2.33493 0.214
H -0.98882 2.07614 -3.98655 0.200
H -2.64614 0.29391 -3.42551 0.208
H -1.77712 -0.01217 -1.91198 0.213
H -1.08092 -1.60962 -3.65811 0.202
H -0.65741 -0.26903 -4.74667 0.161
H 1.01635 -2.43066 -3.91871 0.221
H 1.77973 -1.08727 -4.79322 0.195
H 1.69973 -1.69180 -1.33039 0.419
H 4.58631 -2.32573 -1.41142 0.242
H 3.47170 -3.12456 -0.27105 0.190
H 2.02175 0.84909 0.10472 0.216
H -0.05506 1.01962 1.47465 0.240
H -2.83138 -1.75358 2.64870 0.405
H -2.69549 -0.23675 1.96441 0.411
```

Results
Multiplicity: 1
Calculated total energy in Eh: -1643.94165
Relative energy (zero: lowest compared OMol25 entry of this formula, charge and spin) in eV: 1.644
SMILES string: NS(=O)(=O)c1ccc(CCNC(=O)CN2CCC(Cc3ccccc3)CC2)cc1
HOMO energy in eV: -9.2
HOMO-LUMO gap in eV: 9.845
Largest force on an atom in hartree/bohr: 0.0161

***

Repeat the first record exactly.
Molecular formula: C22H29N3O3S
Method: DFT, ωB97M-V/def2-TZVPD

Geometry as XYZ:
```
58
Properties=species:S:1:pos:R:3:nbo_charge:R:1
C 4.87004 -2.88720 -2.22997 -0.600
H 4.90894 -3.17949 -1.25833 0.212
H 5.37430 -1.89947 -2.33701 0.194
H 5.25892 -3.55342 -3.03445 0.208
C 3.57691 -2.35813 -2.74919 -0.347
C 3.01426 -1.54733 -1.63676 -0.010
C 2.99003 -0.26617 -1.87309 -0.227
C 2.31913 0.79195 -1.20805 -0.194
C 1.91395 0.33358 0.06408 -0.101
C 2.05630 -0.95462 0.53368 -0.198
C 2.35630 -2.04437 -0.42926 -0.103
H 2.52104 -3.03211 -0.28059 0.198
H 1.86980 -1.18896 1.43502 0.191
C 1.26131 1.26038 1.12641 0.545
N 1.20901 2.62891 0.78239 -0.483
C 0.61798 2.93725 2.08886 0.045
C 0.46472 2.05527 2.93907 0.224
O 0.91050 0.83451 2.33834 -0.428
C -0.50632 1.93519 4.14407 -0.629
H 0.19577 1.13067 4.91463 0.199
H -0.48647 2.84283 4.52129 0.209
H -1.36901 1.18752 4.08400 0.279
C 0.07968 4.39017 2.18131 -0.495
H 0.96309 4.95949 1.89727 0.236
H -0.23972 4.76108 2.94756 0.183
S -1.32993 4.97232 1.14603 0.286
C -2.25612 3.65684 1.61086 -0.707
C -2.28045 2.20925 0.93693 0.647
O -2.32189 1.08731 1.61444 -0.686
N -1.55628 2.28060 -0.17980 -0.603
C -1.39108 1.06907 -1.06496 -0.235
C -2.47405 0.63237 -1.92416 -0.401
H -2.73129 1.24339 -2.62722 0.214
C -2.18261 -0.80547 -2.31481 -0.194
N -1.96592 -1.76966 -1.23258 -0.393
C -1.10603 -2.54840 -1.11492 0.686
O -0.05007 -2.41009 -2.11220 -0.820
C -0.95023 -3.39295 0.39857 -0.438
H -0.60467 -4.30924 0.04691 0.234
C -2.48954 -3.37939 0.59532 -0.419
H -2.50379 -3.15590 1.84602 0.218
H -2.95507 -4.30767 0.31783 0.232
C -2.84132 -1.98615 -0.10103 -0.235
H -3.80823 -1.98293 -0.40129 0.194
H -2.84855 -1.12258 0.46981 0.235
H -0.31174 -2.57928 0.94762 0.254
H -3.13373 -1.07633 -2.75355 0.208
H -1.35819 -0.76300 -2.86121 0.254
H -3.47576 0.66714 -1.23604 0.178
H -0.99337 0.15195 -0.32262 0.233
H -0.49511 1.29829 -1.71055 0.220
H -1.39515 3.20334 -0.68436 0.419
H -3.53803 4.07936 1.22509 0.231
H -2.39538 3.53224 2.79964 0.257
H 2.29179 1.87014 -1.17238 0.255
H 3.04616 0.06684 -2.78206 0.191
H 3.44006 -2.06990 -3.72169 0.223
H 2.83509 -3.49903 -2.59894 0.157
```

Results
Multiplicity: 1
Calculated total energy in Eh: -1643.33532
Relative energy (zero: lowest compared OMol25 entry of this formula, charge and spin) in eV: 18.143
HOMO energy in eV: -7.9
HOMO-LUMO gap in eV: 8.393
Largest force on an atom in hartree/bohr: 0.3706

***

Q: The highest HOMO energy belongs to which entry?
A: number 1

***

Q: What is the HOMO energy in the first record?
A: -7.9 eV

***

Q: Among the records above, which one has the highest HOMO energy?
A: number 1